11
Properties=species:S:1:pos:R:3:mulliken_charge:R:1 method="wB97M-V/def2-TZVPD" e_above_lowest_kj_mol=109.0 s2=0.75 fmax_ev_per_a=2.52 homo_lumo_gap_ha="0.1965 / 0.3227" homo_energy_ha="-0.50680 / -0.64006" spin_multiplicity=2 e_lumo_ev="-8.445 / -8.636" molar_mass_g_mol=252.04 e_tot_ha=-1432.64477 charge=+2
O 0.43622 0.00016 0.56738 -0.41
Li 0.75664 -0.36627 -1.40663 1.01
C -0.65784 -0.50996 1.14681 0.32
C -1.63186 0.49108 1.05599 -1.08
H -0.70577 -1.57425 1.38230 0.47
H -1.64806 1.29150 1.80331 0.37
H -2.63950 0.06653 0.99908 0.29
Yb 2.72370 -0.51949 2.16923 0.77
C 1.61849 -0.05284 -3.55475 -0.24
O 2.07844 0.06646 -4.57151 0.12
H -0.33046 1.10707 0.40880 0.40

---

12
Properties=species:S:1:pos:R:3:mulliken_charge:R:1 method="wB97M-V/def2-TZVPD" e_above_lowest_kj_mol=0.0 s2=3.76 fmax_ev_per_a=8.75 homo_lumo_gap_ha="0.2163 / 0.2785" homo_energy_ha="-0.58262 / -0.76646" spin_multiplicity=4 e_lumo_ev="-9.968 / -13.277" molar_mass_g_mol=201.42 e_tot_ha=-476.99665 charge=+2
O -0.69071 -1.01842 0.11692 -0.68
C -0.87585 0.10699 -0.38163 0.40
C -1.97763 0.59165 -1.21143 -1.14
Pd -1.91383 -2.12877 0.47212 1.16
Li 1.26654 -1.65729 0.44317 0.95
H -0.13062 0.87955 -0.13121 0.18
H -2.18389 -0.21318 -1.95564 0.37
H -1.75018 1.62519 -1.51761 0.30
H -2.85903 0.71022 -0.56040 0.40
O 2.20398 2.30215 0.50025 -0.22
C 2.16726 1.20758 0.87246 0.74
O 2.05833 0.05423 1.01794 -0.47